[1]
Density functional theory data (wB97M-V/def2-TZVPD) for a 3-piece molecular cluster, C35H41BBr2ClF5N2O3P overall.

Properties
net charge	+1
HOMO	-10.8	eV
HOMO-LUMO gap	0.3147	Ha

```
91
Properties=species:S:1:pos:R:3:forces:R:3
Br -0.898 4.098 2.361 -0.10 0.06 0.14
Br 3.042 5.234 0.231 -0.06 -0.08 0.12
Cl -4.984 -1.363 -1.673 0.02 0.08 -0.05
P 2.742 -0.099 1.860 0.01 0.33 0.17
F -3.987 -5.211 -6.978 0.02 0.00 0.00
F 0.381 3.978 -0.002 -0.21 0.03 0.12
F 2.292 4.916 2.793 -0.19 -0.03 0.00
F 3.149 5.402 9.993 0.00 0.00 0.01
F 1.016 6.254 1.654 0.07 -0.14 0.01
O 2.913 -1.744 1.864 0.12 -0.07 -0.31
O -2.794 1.258 0.416 0.05 -0.05 -0.44
O -4.284 -1.720 0.787 -0.02 0.07 -0.04
N 1.047 -0.323 -0.491 0.28 0.14 0.12
N -2.363 0.774 -1.967 -0.10 -0.25 0.31
C -7.222 -4.386 -4.599 -0.02 0.00 0.01
C -6.046 -3.663 -4.451 0.00 -0.03 -0.03
C 0.644 -2.799 -2.652 0.02 -0.04 -0.15
C -3.883 -1.703 -0.326 0.08 -0.20 0.44
C -0.173 -1.089 -1.022 -0.20 -0.51 -0.23
C 1.026 6.109 7.166 0.05 -0.04 -0.02
C -1.446 -0.911 -0.175 -0.10 0.01 0.37
C 0.785 -4.790 -0.743 0.11 -0.22 -0.08
C 0.338 -3.526 -0.403 -0.01 -0.04 0.35
C 3.148 -0.344 -2.832 0.04 0.11 -0.54
C 0.715 3.910 1.332 0.67 -0.19 -0.32
C 1.677 5.095 1.614 -0.01 0.33 -0.13
C 1.359 0.860 -1.370 -0.17 0.04 -0.26
C 4.338 0.489 -2.700 0.05 0.04 0.47
C 1.766 5.532 6.143 -0.02 -0.02 -0.04
C 1.416 2.577 1.585 -0.49 0.30 -0.11
C 0.220 -1.000 1.798 -0.48 0.04 -0.15
C 1.178 -5.063 -2.042 0.00 0.16 -0.19
C -4.947 -3.940 -5.253 0.07 0.05 0.03
C 1.869 0.496 -2.758 -0.14 0.05 0.14
C 3.451 4.867 7.729 0.08 -0.05 0.00
C 1.051 0.017 1.011 0.24 0.08 0.29
C 1.488 6.066 8.474 -0.06 0.04 0.05
C -7.300 -5.389 -5.556 0.04 0.05 0.03
C 2.975 4.912 6.427 -0.06 0.02 0.01
C 0.271 -2.507 -1.344 0.00 0.12 0.00
C 2.694 5.445 8.728 -0.03 0.01 -0.07
C -6.210 -5.672 -6.367 -0.02 -0.07 -0.06
C 1.092 -4.062 -2.996 0.13 -0.14 -0.11
C -2.442 -1.996 -0.713 -0.46 0.43 -0.29
C 3.968 0.304 0.558 0.02 -0.23 0.24
C 5.268 1.220 -2.511 0.07 -0.03 -0.32
C 0.465 1.421 1.256 -0.03 0.18 0.04
C -1.246 -1.109 1.340 0.57 -0.10 0.05
C -5.053 -4.941 -6.197 -0.07 0.01 0.04
B -2.203 0.468 -0.543 0.22 0.41 -0.10
H 1.403 5.566 5.125 -0.01 0.03 0.00
H -0.409 -0.637 -1.984 0.09 0.09 -0.03
H 1.827 -0.972 -0.619 -0.04 -0.10 0.12
H 6.127 1.846 -2.466 0.03 0.04 0.11
H 3.554 4.461 5.631 0.02 0.01 0.00
H -1.658 1.414 -2.316 -0.06 -0.09 -0.23
H -8.075 -4.168 -3.971 0.00 0.00 0.00
H 0.423 1.397 -1.500 0.01 0.14 0.10
H -0.123 1.743 0.399 -0.09 -0.13 -0.04
H 2.053 1.518 -0.858 0.07 -0.11 0.08
H 1.065 0.044 -3.335 0.03 -0.17 0.00
H -2.237 -2.956 -0.246 0.19 -0.12 -0.07
H -1.838 -0.399 1.910 -0.22 0.04 -0.13
H 0.029 -3.361 0.619 -0.04 0.05 0.00
H 3.183 -0.809 -3.819 -0.03 -0.11 0.00
H -5.973 -2.880 -3.709 -0.05 -0.04 -0.02
H 0.223 -0.638 2.825 0.11 -0.09 0.12
H 3.821 -2.007 1.663 -0.07 -0.12 0.07
H 0.085 6.597 6.948 -0.01 0.00 0.01
H 0.928 6.506 9.288 0.02 0.00 0.01
H 0.829 -5.571 0.002 -0.03 0.01 0.10
H -6.251 -6.446 -7.122 0.02 0.00 0.00
H 1.377 -4.267 -4.018 -0.01 0.00 -0.05
H 0.576 -2.060 -3.440 -0.08 0.13 0.07
H 3.175 -1.175 -2.125 -0.04 -0.06 0.04
H 3.885 1.312 0.164 0.03 0.01 -0.06
H 1.727 2.558 2.624 0.18 -0.10 0.01
H 3.975 -0.434 -0.246 -0.04 0.15 -0.10
H -8.214 -5.955 -5.673 0.00 0.00 -0.01
H -2.382 -2.078 -1.794 0.08 -0.03 -0.04
H 4.393 4.395 7.974 -0.01 0.00 0.02
H -2.216 1.782 0.982 -0.24 -0.19 0.29
H 0.701 -1.972 1.827 0.09 0.00 -0.18
H -0.228 1.345 2.089 -0.07 -0.06 0.03
H -4.020 -3.392 -5.152 0.00 0.00 -0.03
H 2.072 1.449 -3.245 -0.03 0.06 -0.06
H 2.285 2.605 0.929 0.16 -0.09 0.12
H 4.939 0.238 1.051 0.08 0.04 -0.01
H -3.274 1.180 -2.156 0.11 0.29 -0.04
H -1.605 -2.095 1.625 -0.09 -0.02 0.14
H 1.543 -6.036 -2.336 -0.03 -0.11 0.12
```
Positions in Å, forces in eV/Å.

=====

[2]
Density functional theory data (wB97M-V/def2-TZVPD) for C8H12N3S6SbTl as an isolated structure.

Properties
net charge	-2
HOMO (alpha / beta)	-1.1 / -1.8	eV
ΔE to the lowest compared entry with this formula, charge and spin	0.0	kJ/mol
spin multiplicity	2
HOMO-LUMO gap (alpha / beta)	0.1880 / 0.2143	Ha

```
31
Properties=species:S:1:pos:R:3:forces:R:3
Tl 1.873 0.957 -2.165 -0.13 0.21 -0.30
Sb 3.957 3.650 -0.914 0.12 0.12 0.00
S 4.394 1.343 -1.153 0.08 0.02 0.03
S -1.819 -1.439 1.602 0.04 0.00 -0.05
S 1.638 3.878 -1.036 0.19 0.24 -0.01
S -1.770 1.004 -1.180 0.11 0.11 0.00
S 1.120 1.064 0.919 0.20 -0.19 -0.04
S 5.115 4.976 -2.399 0.00 -0.03 0.04
N 1.855 -4.113 -1.356 0.36 -0.34 -0.33
N 1.980 -1.670 -1.577 0.14 -0.14 0.16
N 0.573 -5.524 0.206 -0.05 -0.09 0.10
C 1.903 -2.822 -1.426 -0.30 0.00 0.14
C -0.148 -1.499 0.855 -0.01 0.02 0.09
C 0.848 -0.600 1.588 -0.09 0.03 -0.02
C 1.160 -4.813 -0.503 -0.09 0.24 0.07
C -1.159 2.319 -0.093 -0.22 -0.10 -0.07
C -0.483 1.857 1.188 -0.04 0.03 0.03
C -3.125 0.286 -0.208 0.07 -0.07 -0.03
C -2.881 -1.178 0.160 0.01 0.08 0.08
H 1.841 -1.049 1.534 -0.01 0.00 -0.02
H 0.581 -0.506 2.644 0.06 -0.09 0.03
H 0.180 -2.537 0.900 -0.01 0.01 0.00
H -1.112 1.156 1.737 -0.02 0.08 0.03
H -2.435 -1.714 -0.679 -0.11 -0.04 -0.02
H -1.994 2.982 0.148 -0.01 0.02 -0.01
H -0.229 -1.207 -0.190 0.03 -0.03 0.05
H -0.299 2.728 1.819 -0.04 0.05 -0.03
H -0.448 2.882 -0.705 -0.16 -0.10 0.09
H -3.257 0.891 0.690 -0.07 -0.03 0.01
H -3.826 -1.667 0.406 -0.01 0.01 -0.03
H -4.033 0.364 -0.811 -0.03 -0.01 0.03
```
Positions in Å, forces in eV/Å.

=====

[3]
Density functional theory data (wB97M-V/def2-TZVPD) for C3H2CeO3 as an isolated structure.

Properties
net charge	+2
HOMO (alpha / beta)	-15.4 / -15.4	eV
ΔE to the lowest compared entry with this formula, charge and spin	368.9	kJ/mol
spin multiplicity	3
HOMO-LUMO gap (alpha / beta)	0.1948 / 0.1954	Ha

```
9
Properties=species:S:1:pos:R:3:forces:R:3
Ce 3.627 0.016 0.443 -0.95 -0.07 -0.17
O 0.037 1.922 -0.245 0.88 0.76 0.67
O 0.633 -0.210 0.056 2.63 1.11 0.23
O -1.459 0.325 0.224 -0.03 0.27 0.09
C -0.230 0.719 0.114 -1.37 -2.05 -1.37
C -1.574 -1.093 0.076 0.53 -0.09 0.08
C -0.394 -1.618 -0.084 -1.66 -0.41 0.23
H 0.110 -2.549 -0.300 0.25 0.42 0.17
H -0.749 2.489 -0.284 -0.28 0.06 0.07
```
Positions in Å, forces in eV/Å.

=====

[4]
Density functional theory data (wB97M-V/def2-TZVPD) for C4H6O3Zn as an isolated structure.

Properties
net charge	0
HOMO (alpha / beta)	-7.8 / -7.0	eV
HOMO-LUMO gap (alpha / beta)	0.2695 / 0.2429	Ha

```
14
Properties=species:S:1:pos:R:3:forces:R:3
Zn 0.609 1.749 -0.316 0.21 1.78 -0.33
O -1.037 0.590 0.186 -0.17 -0.12 0.93
O -1.479 -1.463 -0.581 0.64 0.21 1.94
O 0.563 -0.939 0.113 2.48 -0.21 0.62
C -2.434 0.903 0.219 -0.58 0.23 -0.09
C 2.938 -0.528 0.017 0.36 0.26 -0.06
C 1.604 0.150 -0.050 -0.29 -2.38 0.63
C -0.693 -0.732 0.001 -2.06 0.00 -3.73
H -2.960 0.631 -0.702 0.41 -0.13 0.10
H -2.894 0.368 1.056 0.07 0.27 -0.13
H 3.134 -1.263 -0.794 -0.39 0.35 0.29
H 3.712 0.251 -0.078 -0.25 -0.23 0.02
H 3.147 -1.062 0.970 -0.41 0.31 -0.37
H -2.482 1.991 0.334 -0.01 -0.34 0.19
```
Positions in Å, forces in eV/Å.

=====

[5]
Density functional theory data (wB97M-V/def2-TZVPD) for a 2-piece molecular cluster, C6H5NOS2 overall.

Properties
net charge	0
HOMO (alpha / beta)	-9.5 / -9.5	eV
ΔE to the lowest compared entry with this formula, charge and spin	428.4	kJ/mol
HOMO-LUMO gap (alpha / beta)	0.2397 / 0.2397	Ha

```
15
Properties=species:S:1:pos:R:3:forces:R:3
S -2.712 2.355 0.337 -0.75 -2.47 0.03
S -3.242 -0.755 -0.191 -0.66 -1.62 -0.83
O -3.754 -2.003 -0.778 0.73 0.08 0.48
N -4.311 0.281 -0.249 0.58 3.17 0.63
C -0.848 0.996 -0.988 0.14 0.15 -2.25
C -0.020 -0.103 -1.188 1.66 -0.21 -1.27
C -1.341 1.241 0.302 -1.50 2.53 -2.22
C -0.064 -0.529 1.170 -1.07 1.54 -1.58
C -0.896 0.557 1.375 0.11 -0.29 2.21
C 0.298 -0.936 -0.095 0.76 0.08 -0.17
H 0.937 -1.838 -0.132 -0.37 0.73 -0.53
H 0.576 -0.207 -2.180 -1.59 -0.15 1.71
H -1.216 0.877 2.397 0.31 -0.46 -1.00
H -1.145 1.634 -1.930 0.50 -1.19 2.31
H 0.356 -0.916 2.001 1.14 -1.90 2.48
```
Positions in Å, forces in eV/Å.